1.
49
Properties=species:S:1:pos:R:3 method="wB97M-V/def2-TZVPD" homo_ev=-7.865 smiles="Cc1oncc1CNC(=O)c1ccc2cc(-c3n[nH]cc3-c3ccccc3)[nH]c2c1" relative_energy_ev=4.059
C 4.46 -5.98 2.81
C 2.97 -5.86 2.57
O 2.09 -6.24 3.59
N 0.78 -6.15 3.14
C 0.90 -5.87 1.88
C 2.23 -5.58 1.52
C 2.68 -5.27 0.15
N 2.14 -3.92 -0.08
C 1.95 -3.28 -1.24
O 2.29 -3.84 -2.29
C 1.38 -1.83 -1.30
C 1.34 -1.19 -2.62
C 0.75 0.05 -2.79
C 0.46 0.74 -1.58
C -0.06 2.14 -1.29
C -0.29 2.26 0.08
C -0.82 3.40 0.87
N -0.40 3.44 2.13
N -1.28 4.36 2.65
C -2.24 4.83 1.76
C -1.88 4.33 0.52
C -2.75 4.71 -0.58
C -3.35 6.00 -0.66
C -4.20 6.36 -1.74
C -4.51 5.48 -2.74
C -4.15 4.13 -2.50
C -3.19 3.74 -1.50
N 0.10 1.06 0.67
C 0.50 0.17 -0.33
C 1.02 -1.05 -0.21
H 4.81 -6.96 3.03
H 5.06 -5.67 1.97
H 4.60 -5.44 3.67
H -0.04 -5.61 1.40
H 3.77 -5.29 0.24
H 2.36 -5.98 -0.65
H 1.69 -3.38 0.76
H 1.66 -1.94 -3.34
H 0.57 0.42 -3.82
H -0.13 2.93 -2.00
H -1.27 4.71 3.58
H -3.04 5.49 1.85
H -3.08 6.73 0.18
H -4.66 7.32 -1.95
H -5.19 5.71 -3.58
H -4.57 3.33 -3.14
H -2.74 2.81 -1.53
H 0.19 1.01 1.69
H 1.08 -1.34 0.82

---

2.
130
Properties=species:S:1:pos:R:3 method="wB97M-V/def2-TZVPD" homo_ev=-10.700 total_charge=+1
C 1.79 -4.00 1.47
C 1.40 -2.81 0.92
N 0.71 -1.75 1.60
C -0.26 -1.03 0.92
N -1.36 -1.47 0.47
C -2.28 -0.54 -0.19
P -1.70 -3.23 0.73
C -2.24 -3.29 2.51
C -3.19 -3.71 -0.23
C -2.99 -3.61 -1.77
N 0.15 0.34 0.87
C 1.16 0.44 -0.18
O 1.77 1.70 -0.18
O 2.08 2.04 -1.50
C 0.62 0.48 2.25
C 1.08 1.84 2.75
C -0.22 2.67 3.05
O 0.04 4.05 2.90
Si -0.68 4.82 1.58
C -2.52 4.44 1.36
C -0.54 6.67 1.87
C 0.19 4.47 -0.05
C 1.42 -0.85 2.50
I 0.65 -1.47 4.50
S 3.21 -0.95 2.82
O 3.52 0.00 3.82
O 3.49 -2.25 3.33
C 4.34 -0.76 1.37
F 3.97 -1.45 0.30
F 5.46 -1.29 1.76
C 4.67 0.73 0.92
F 5.95 0.95 1.06
F 4.05 1.65 1.59
F 4.45 0.83 -0.37
H 1.14 -4.81 1.77
H 2.86 -4.11 1.65
H 1.59 -2.66 -0.15
H -3.12 -0.30 0.46
H -1.81 0.38 -0.53
H -2.70 -1.02 -1.08
H -3.17 -3.85 2.53
H -1.48 -3.73 3.14
H -2.47 -2.28 2.86
H -3.35 -4.76 -0.01
H -4.04 -3.11 0.11
H -1.94 -3.70 -2.07
H -3.43 -2.68 -2.11
H -3.51 -4.45 -2.21
H 1.94 -0.34 -0.10
H 0.68 0.30 -1.15
H 2.70 1.38 -1.84
H -0.29 0.30 2.82
H 1.62 1.79 3.70
H 1.65 2.44 2.05
H -1.04 2.30 2.42
H -0.49 2.49 4.10
H -2.78 4.77 0.36
H -2.76 3.37 1.43
H -3.14 4.96 2.09
H -1.23 7.02 2.64
H 0.48 6.97 2.10
H -0.81 7.19 0.95
H 1.26 4.36 0.15
H 0.09 5.31 -0.73
H -0.19 3.55 -0.50
C 1.56 -6.13 -3.40
C 2.97 -5.71 -3.79
C 2.98 -4.23 -3.40
O 2.09 -4.11 -2.28
C 1.33 -5.32 -2.14
H 1.45 -7.20 -3.24
H 0.85 -5.83 -4.17
H 3.70 -6.26 -3.19
H 3.20 -5.87 -4.84
H 2.60 -3.60 -4.20
H 3.97 -3.88 -3.11
H 1.70 -5.85 -1.25
H 0.28 -5.08 -1.98
C -4.58 -4.60 -6.87
C -5.91 -4.34 -6.18
C -5.85 -5.31 -5.01
O -4.47 -5.45 -4.66
C -3.66 -4.86 -5.69
H -4.24 -3.78 -7.50
H -4.66 -5.50 -7.49
H -5.94 -3.31 -5.81
H -6.78 -4.50 -6.82
H -6.23 -6.30 -5.29
H -6.41 -4.96 -4.14
H -3.24 -3.92 -5.30
H -2.84 -5.53 -5.93
C -8.15 -4.17 -1.15
C -8.90 -4.06 0.17
C -7.89 -4.63 1.16
O -6.59 -4.32 0.63
C -6.72 -3.86 -0.72
H -8.52 -3.49 -1.92
H -8.21 -5.19 -1.53
H -9.10 -3.01 0.40
H -9.85 -4.59 0.19
H -7.97 -5.71 1.23
H -7.98 -4.20 2.16
H -6.53 -2.78 -0.73
H -5.98 -4.35 -1.35
C 2.42 9.70 5.11
C 1.24 9.29 5.98
C 0.17 9.01 4.93
O 0.85 8.54 3.76
C 2.26 8.78 3.91
H 3.38 9.59 5.61
H 2.31 10.74 4.80
H 1.48 8.38 6.53
H 0.93 10.05 6.70
H -0.38 9.92 4.67
H -0.55 8.25 5.25
H 2.75 7.82 4.08
H 2.65 9.22 2.99
C 9.10 3.88 -0.45
C 8.02 2.80 -0.42
C 7.11 3.23 -1.55
O 7.94 3.89 -2.51
C 9.23 4.14 -1.94
H 10.03 3.58 0.02
H 8.73 4.78 0.06
H 8.47 1.83 -0.64
H 7.51 2.72 0.54
H 6.36 3.95 -1.21
H 6.60 2.39 -2.03
H 9.94 3.45 -2.40
H 9.53 5.16 -2.17

---

3.
8
Properties=species:S:1:pos:R:3 method="wB97M-V/def2-TZVPD" homo_ev=-9.511 relative_energy_ev=2.814
B -0.83 -0.87 -0.13
C 0.64 -0.37 0.11
C -0.50 0.60 0.22
H -1.82 -1.39 -0.42
H 1.23 -0.44 1.03
H 1.61 0.18 -0.98
H -0.39 1.31 -0.60
H -0.90 1.12 1.02

---

4.
21
Properties=species:S:1:pos:R:3 method="wB97M-V/def2-TZVPD" homo_ev=-8.896 smiles="C=C(C)N[C@@H](C)CO" relative_energy_ev=2.073
C 0.78 1.45 -2.09
C -0.09 1.07 -1.14
C -1.12 2.03 -0.61
N -0.12 -0.39 -0.62
C 0.54 -0.69 0.62
C 0.17 0.16 1.82
C 0.08 -2.29 0.93
O 0.20 -3.13 -0.20
H 1.55 0.79 -2.46
H 0.73 2.44 -2.55
H -2.07 1.52 -0.46
H -0.80 2.47 0.34
H -1.31 2.85 -1.31
H 0.34 -0.93 -1.35
H 1.62 -0.69 0.48
H 0.56 -0.27 2.74
H -0.92 0.26 1.92
H 0.60 1.16 1.73
H 0.73 -2.67 1.72
H -0.96 -2.30 1.28
H -0.51 -2.87 -0.81

---

5.
54
Properties=species:S:1:pos:R:3 method="wB97M-V/def2-TZVPD" homo_ev=-9.586 total_charge=+1
O 3.93 3.91 3.81
C 2.78 3.39 3.70
O 2.07 2.93 4.84
C 0.84 2.42 4.39
O 0.06 1.97 5.16
C 0.70 2.50 2.83
S -0.77 1.83 1.97
O -1.95 2.16 2.78
O -0.99 2.31 0.60
C -0.72 -0.04 1.93
F -0.98 -0.57 3.17
F -1.77 -0.44 1.14
C 0.53 -0.69 1.28
F 1.73 -0.28 1.81
F 0.46 -2.11 1.52
F 0.53 -0.55 -0.02
C 1.89 3.10 2.39
C 2.44 3.49 0.91
C 1.51 4.72 0.31
C 1.41 4.65 -1.27
C -0.05 4.76 -1.84
S -0.48 3.36 -2.96
O -1.86 2.96 -2.76
O 0.42 2.15 -2.77
Cl -0.21 3.94 -4.94
H 3.48 3.90 1.04
H 2.52 2.64 0.20
H 2.00 5.71 0.60
H 0.54 4.65 0.86
H 2.02 5.53 -1.62
H 1.90 3.73 -1.64
H -0.85 4.90 -1.05
H -0.10 5.66 -2.51
Li 2.60 7.08 -1.25
Br 3.20 -0.56 -0.17
K 2.75 5.71 3.37
Cl -1.45 4.40 1.35
Al -0.19 -4.12 1.20
C -3.34 -6.12 -2.92
C -3.77 -6.99 -1.76
O -3.13 -8.28 -1.84
C -1.89 -8.35 -1.34
O -1.29 -7.44 -0.86
C -1.37 -9.79 -1.45
F -1.64 -10.34 -2.63
F -1.92 -10.57 -0.51
F -0.05 -9.85 -1.28
H -3.53 -6.62 -3.87
H -3.89 -5.17 -2.91
H -2.27 -5.90 -2.88
H -4.84 -7.18 -1.81
H -3.57 -6.52 -0.80
Cl 4.62 6.51 0.37
Cl 1.93 1.49 -1.86

---

6.
92
Properties=species:S:1:pos:R:3 method="wB97M-V/def2-TZVPD" homo_ev=-9.397 smiles=OCCO.OCCO.OCCO.OCCO.OCCO.OCCO.OCCO.OCCO.CO.CO relative_energy_ev=1.593
O 1.91 -1.59 -0.04
C 3.16 -1.13 0.46
C 3.42 0.34 0.16
O 4.29 0.60 -0.92
H 1.20 -1.39 0.60
H 3.35 -1.31 1.52
H 3.86 -1.65 -0.20
H 3.78 0.95 1.00
H 2.42 0.81 0.10
H 3.84 0.28 -1.71
O -0.95 -4.46 2.18
C -0.27 -4.65 0.95
C -1.18 -4.40 -0.26
O -1.88 -3.18 -0.19
H -0.63 -3.66 2.62
H 0.68 -4.11 0.97
H -0.02 -5.72 0.92
H -1.87 -5.22 -0.48
H -0.48 -4.35 -1.10
H -2.74 -3.26 0.24
O -1.64 -0.92 3.82
C -1.37 -1.75 4.94
C 0.09 -2.05 5.06
O 0.57 -2.54 3.81
H -0.95 -1.10 3.16
H -1.86 -1.37 5.83
H -1.97 -2.67 4.80
H 0.25 -2.85 5.80
H 0.67 -1.19 5.41
H 1.53 -2.50 3.76
O -1.90 3.49 -0.02
C -1.94 4.79 0.59
C -1.08 5.74 -0.17
O 0.26 5.68 0.31
H -0.99 3.19 -0.07
H -3.01 5.03 0.67
H -1.67 4.69 1.65
H -1.40 6.78 -0.02
H -1.19 5.61 -1.25
H 0.85 5.76 -0.45
O 2.16 5.67 -2.20
C 1.61 4.45 -2.71
C 1.94 3.24 -1.86
O 1.02 3.16 -0.79
H 2.96 5.87 -2.69
H 0.55 4.59 -2.94
H 1.99 4.31 -3.74
H 2.96 3.42 -1.48
H 2.22 2.31 -2.38
H 1.54 3.13 0.03
O -6.37 -2.60 3.39
C -5.61 -2.52 2.19
C -4.23 -1.97 2.49
O -4.40 -0.56 2.66
H -6.32 -1.71 3.76
H -5.57 -3.46 1.64
H -6.14 -1.84 1.51
H -3.52 -2.20 1.69
H -3.89 -2.38 3.44
H -3.56 -0.24 3.02
O -0.81 -1.15 -5.66
C -1.65 -0.83 -4.53
C -1.40 -1.77 -3.37
O -2.28 -1.47 -2.32
H -1.00 -0.44 -6.28
H -1.46 0.19 -4.19
H -2.69 -0.87 -4.87
H -0.35 -1.74 -3.04
H -1.51 -2.81 -3.71
H -2.02 -2.01 -1.55
O 2.29 -0.32 -2.82
C 3.31 -1.17 -3.38
C 3.85 -0.39 -4.59
O 5.19 0.06 -4.37
H 1.76 -0.83 -2.19
H 4.14 -1.42 -2.72
H 2.93 -2.09 -3.84
H 3.20 0.43 -4.92
H 3.84 -1.04 -5.48
H 5.20 1.01 -4.26
C -0.65 0.06 0.18
O -0.54 -0.99 1.12
H -0.11 0.90 0.62
H -0.16 -0.11 -0.78
H -1.65 0.38 -0.13
H -1.10 -1.76 0.88
C 1.49 2.16 2.88
O 1.94 3.12 1.96
H 1.73 1.16 2.53
H 1.83 2.25 3.92
H 0.40 2.12 3.09
H 1.79 3.99 2.34

---

7.
14
Properties=species:S:1:pos:R:3 method="wB97M-V/def2-TZVPD" homo_ev=-9.701 smiles="[H]/N=C/NC(=O)NC" relative_energy_ev=0.297
H 1.58 3.31 -1.51
N 1.51 2.31 -1.69
C 0.50 1.83 -1.09
N 0.22 0.48 -1.17
C -0.60 -0.12 -0.19
O -1.66 0.37 0.15
N -0.06 -1.25 0.35
C -0.66 -1.85 1.53
H -0.21 2.36 -0.45
H 0.92 -0.07 -1.65
H 0.93 -1.37 0.23
H -1.65 -1.41 1.65
H -0.07 -1.65 2.43
H -0.76 -2.93 1.41

---

8.
50
Properties=species:S:1:pos:R:3 method="wB97M-V/def2-TZVPD" homo_ev=-8.472 smiles="C=CB(Br)CCCCS(=O)(=O)O.C1CCOC1.C1CCOC1"
C 0.87 -2.39 4.05
C -0.51 -2.39 3.96
B -1.04 -1.06 3.47
Br -0.22 -0.28 1.85
C -2.17 -0.31 4.24
C -3.58 -0.84 3.88
C -4.60 0.30 4.03
C -6.01 -0.15 3.63
S -7.16 1.22 3.68
O -7.27 1.76 2.37
O -8.37 0.82 4.33
O -6.48 2.34 4.60
H 1.36 -2.43 5.01
H 1.45 -2.29 3.14
H -1.13 -3.26 4.20
H -2.16 0.77 4.06
H -2.04 -0.42 5.32
H -3.61 -1.24 2.87
H -3.88 -1.63 4.57
H -4.27 1.11 3.38
H -4.55 0.66 5.06
H -6.36 -0.92 4.31
H -6.00 -0.51 2.61
H -6.70 2.12 5.51
C 0.82 -1.45 -2.91
C 2.30 -1.15 -2.69
C 2.24 0.10 -1.83
O 1.03 0.00 -1.06
C 0.22 -1.06 -1.57
H 0.62 -2.49 -3.18
H 0.43 -0.81 -3.71
H 2.77 -1.97 -2.13
H 2.87 -1.00 -3.60
H 2.18 1.00 -2.45
H 3.09 0.19 -1.15
H 0.25 -1.89 -0.86
H -0.81 -0.71 -1.65
C 5.52 1.45 -6.01
C 5.15 2.62 -5.11
C 4.22 1.96 -4.10
O 4.66 0.61 -3.97
C 5.60 0.31 -5.01
H 6.44 1.59 -6.57
H 4.71 1.26 -6.73
H 6.04 3.00 -4.61
H 4.68 3.45 -5.63
H 3.18 1.95 -4.46
H 4.24 2.44 -3.12
H 6.60 0.24 -4.56
H 5.35 -0.66 -5.45

---

9.
52
Properties=species:S:1:pos:R:3 method="wB97M-V/def2-TZVPD" homo_ev=-14.172 total_charge=+2
C 7.21 -1.47 1.40
O 6.52 -0.98 0.23
C 5.34 -0.32 0.60
C 4.52 0.07 -0.62
C 3.07 0.33 -0.13
C 2.30 1.36 -0.97
C 1.40 2.23 -0.04
C 0.06 2.58 -0.71
C -0.94 1.41 -0.62
C -2.40 1.90 -0.42
C -3.11 0.99 0.57
O -4.49 1.13 0.72
B -4.78 0.19 1.78
N -6.22 -0.25 1.98
O -3.88 -0.93 1.51
C -3.06 -0.58 0.44
N -3.56 -1.16 -0.79
C -4.42 -2.37 -0.57
C -2.46 -1.59 -1.66
C -1.57 -2.77 -1.36
O -2.29 -0.98 -2.63
H 6.71 -1.10 2.29
H 8.22 -1.10 1.42
H 7.15 -2.55 1.45
H 5.50 0.59 1.19
H 4.70 -1.01 1.17
H 4.93 0.96 -1.10
H 4.51 -0.74 -1.34
H 3.19 0.74 0.87
H 2.52 -0.60 -0.02
H 2.99 1.99 -1.58
H 1.64 0.81 -1.63
H 1.22 1.62 0.83
H 1.93 3.12 0.31
H 0.23 2.88 -1.74
H -0.34 3.42 -0.15
H -0.88 0.74 -1.47
H -0.68 0.84 0.27
H -2.94 2.03 -1.35
H -2.33 2.87 0.06
H -2.68 1.25 1.54
H -4.44 0.87 2.76
H -6.39 -1.10 1.43
H -6.35 -0.54 2.95
H -2.03 -0.92 0.60
H -3.95 -3.08 0.11
H -4.48 -2.87 -1.53
H -5.40 -2.07 -0.24
H -2.01 -3.50 -0.68
H -0.65 -2.43 -0.89
H -1.36 -3.30 -2.28
In 4.21 3.41 -1.95